(1)
Here is 2 unconnected molecules or ions with the total composition H4N4O2 from the Open Molecules 2025 dataset. Energies are from ωB97M-V/def2-TZVPD.

The geometry in XYZ format:
```
10
Properties=species:S:1:pos:R:3
N -0.16 -0.42 1.31
N -0.58 0.69 1.73
N -0.59 -0.38 -0.77
N 0.45 0.03 -1.34
O 1.55 -0.39 -0.65
O 0.59 0.77 -2.27
H -0.95 -1.14 1.39
H 1.04 -0.79 0.11
H 0.04 1.40 1.46
H -1.40 0.22 -0.96
```

## Properties
ΔE to the lowest compared entry with this formula, charge and spin: 34.9 kcal per mole
structure (SMILES): [H]/N=[N+](\[O-])O.[H]/N=N/[H]
total charge: 0
LUMO energy: 0.27 eV

=====

(2)
Here is 7 unconnected molecules or ions with the total composition C33H68FNO10 from the Open Molecules 2025 dataset. Energies are from ωB97M-V/def2-TZVPD.

The geometry in XYZ format:
```
113
Properties=species:S:1:pos:R:3
C 0.12 1.75 -0.40
C 0.51 0.16 -0.08
C 1.50 -0.50 -1.21
N 0.91 -0.66 -2.59
C -0.60 -0.76 -2.59
C -1.32 -1.94 -2.04
C -0.61 -3.23 -1.33
C -0.79 -4.65 -2.13
F -1.32 -3.42 0.00
C -2.97 -1.95 -2.13
O -3.72 -3.04 -2.34
C -3.72 -0.48 -2.01
C -5.18 -0.47 -1.22
O -6.35 -0.43 -2.11
C -7.25 -1.58 -1.91
C -7.84 -2.12 -0.48
O -7.68 -2.21 -3.03
C -3.03 0.72 -2.56
C -3.73 2.21 -2.44
C -1.54 0.45 -3.26
O -1.12 1.15 -4.34
H 0.88 2.24 -1.17
H 0.28 2.36 0.62
H -1.00 1.88 -0.70
H 1.14 0.21 0.93
H -0.44 -0.49 0.18
H 2.42 0.25 -1.32
H 2.00 -1.53 -0.84
H 1.25 0.06 -3.26
H 0.52 -3.11 -1.07
H 0.19 -4.84 -2.76
H -0.81 -5.51 -1.30
H -1.78 -4.75 -2.75
H -5.15 -1.38 -0.48
H -5.25 0.50 -0.54
H -7.22 -1.75 0.47
H -8.98 -1.93 -0.30
H -7.69 -3.31 -0.50
H -4.01 2.51 -1.34
H -4.76 2.17 -3.04
H -3.08 3.03 -2.99
C 4.76 -0.11 2.47
C 4.39 -1.11 1.39
C 5.41 -2.23 1.29
O 4.30 -0.45 0.14
H 5.73 0.36 2.25
H 4.02 0.70 2.52
H 4.82 -0.59 3.45
H 3.40 -1.54 1.61
H 6.40 -1.84 1.03
H 5.13 -2.94 0.51
H 5.49 -2.78 2.24
H 5.17 -0.07 -0.07
C 7.75 -2.45 -3.27
C 7.86 -2.46 -1.75
C 9.27 -2.80 -1.30
O 6.95 -3.43 -1.22
H 7.99 -3.43 -3.69
H 6.72 -2.22 -3.58
H 8.42 -1.71 -3.71
H 7.57 -1.49 -1.35
H 9.57 -3.80 -1.65
H 9.33 -2.82 -0.21
H 9.99 -2.07 -1.68
H 7.20 -4.30 -1.57
C 3.96 -4.55 6.18
C 4.46 -3.14 5.90
C 4.05 -2.18 7.00
O 3.92 -2.69 4.66
H 2.87 -4.57 6.24
H 4.25 -5.23 5.37
H 4.37 -4.93 7.12
H 5.55 -3.15 5.80
H 2.96 -2.12 7.09
H 4.41 -1.17 6.78
H 4.47 -2.49 7.97
H 2.95 -2.68 4.74
C 3.52 4.32 -2.35
C 2.86 5.02 -1.18
C 3.82 5.98 -0.48
O 2.40 4.05 -0.24
H 4.38 3.73 -2.01
H 2.83 3.63 -2.83
H 3.87 5.04 -3.09
H 1.98 5.58 -1.53
H 4.68 5.44 -0.08
H 3.33 6.47 0.37
H 4.17 6.75 -1.17
H 3.18 3.56 0.08
C -10.89 1.23 -3.98
C -10.82 1.59 -2.50
C -9.76 2.65 -2.25
O -10.51 0.42 -1.75
H -9.93 0.82 -4.33
H -11.64 0.45 -4.15
H -11.14 2.10 -4.59
H -11.79 1.95 -2.17
H -8.77 2.29 -2.53
H -9.71 2.89 -1.18
H -9.98 3.57 -2.80
H -9.64 0.09 -2.04
C -2.15 1.96 3.48
C -1.65 3.37 3.20
C -2.06 4.33 4.30
O -2.19 3.82 1.96
H -3.24 1.94 3.54
H -1.86 1.28 2.67
H -1.74 1.58 4.42
H -0.56 3.36 3.10
H -3.15 4.39 4.39
H -1.70 5.35 4.08
H -1.64 4.02 5.27
H -3.16 3.83 2.04
```

## Properties
structure (SMILES): CCCNC1=C([C@H](C)F)C(=O)C(COC(C)=O)=C(C)C1=O.CC(C)O.CC(C)O.CC(C)O.CC(C)O.CC(C)O.CC(C)O
total charge: 0
LUMO energy: -1.32 eV

=====

(3)
Here is a molecular structure, C24H36F6N2O3P3Pt from the Open Molecules 2025 dataset. Energies are from ωB97M-V/def2-TZVPD.

The geometry in XYZ format:
```
75
Properties=species:S:1:pos:R:3
Pt -0.67 0.05 -0.52
C -0.53 -4.41 1.34
C -0.39 -3.31 0.29
C 1.03 -3.27 -0.28
P -0.86 -1.67 1.02
C -2.59 -1.90 1.65
C -2.72 -2.01 3.17
C -3.46 -0.74 1.14
C 0.47 -1.36 2.21
C 0.51 -1.82 3.51
C 1.56 -1.48 4.36
C 2.57 -0.64 3.92
C 2.58 -0.19 2.62
C 1.55 -0.56 1.73
N 1.49 -0.12 0.46
C 2.50 0.59 -0.17
C 3.84 0.18 -0.15
C 4.80 0.90 -0.83
C 4.46 2.04 -1.55
C 3.13 2.44 -1.59
C 2.15 1.73 -0.92
P 0.38 2.15 -1.01
C 0.33 4.01 -0.89
C 1.09 4.58 0.30
C -1.10 4.56 -0.93
C 0.03 1.92 -2.86
C -1.49 1.82 -3.07
C 0.68 0.63 -3.39
H -0.26 -5.37 0.88
H -1.55 -4.50 1.71
H 0.14 -4.24 2.18
H -1.09 -3.48 -0.53
H 1.77 -3.17 0.52
H 1.16 -2.44 -0.97
H 1.23 -4.20 -0.81
H -2.92 -2.81 1.16
H -2.25 -1.16 3.65
H -2.29 -2.94 3.56
H -3.78 -2.01 3.43
H -3.27 0.16 1.72
H -4.51 -1.02 1.25
H -3.30 -0.54 0.09
H -0.29 -2.44 3.89
H 1.56 -1.85 5.38
H 3.36 -0.33 4.60
H 3.35 0.49 2.28
H 4.10 -0.74 0.37
H 5.83 0.56 -0.82
H 5.22 2.60 -2.07
H 2.86 3.32 -2.17
H 0.84 4.29 -1.81
H 0.48 4.54 1.20
H 1.33 5.63 0.09
H 2.01 4.05 0.50
H -1.74 4.03 -0.22
H -1.55 4.51 -1.92
H -1.08 5.62 -0.63
H 0.43 2.78 -3.41
H -1.92 1.02 -2.45
H -1.72 1.57 -4.10
H -2.02 2.74 -2.81
H 0.31 -0.25 -2.85
H 1.77 0.65 -3.32
H 0.41 0.49 -4.44
F -1.76 -1.66 -1.92
P -2.99 -2.40 -2.84
F -1.89 -2.62 -3.99
F -2.55 -3.80 -2.15
F -4.13 -3.10 -3.69
F -3.99 -2.13 -1.60
F -3.34 -0.95 -3.43
O -1.05 0.94 2.65
N -0.84 1.74 1.74
O 0.31 2.25 1.60
O -1.74 2.06 0.94
```

## Properties
ΔE to the lowest compared entry with this formula, charge and spin: 28.0 kcal per mole
2S+1: 4
total charge: 0
LUMO energy (spin up / spin down): 0.03 / -2.79 eV

=====

(4)
Here is 3 unconnected molecules or ions with the total composition C3H8N2O2 from the Open Molecules 2025 dataset. Energies are from ωB97M-V/def2-TZVPD.

The geometry in XYZ format:
```
15
Properties=species:S:1:pos:R:3
C 2.05 -0.67 1.06
C 0.86 -1.31 1.17
N -0.10 -0.32 1.37
C 0.59 0.86 1.29
N 1.86 0.70 1.13
H 3.03 -1.11 0.96
H 0.49 -2.32 1.19
H -1.02 -0.45 0.95
H 0.08 1.79 1.52
H -1.62 -0.21 -1.41
H -3.10 -0.66 -1.44
O -2.21 -0.95 -1.23
H 0.28 1.47 -1.63
H -0.67 1.90 -2.82
O -0.52 1.27 -2.11
```

## Properties
ΔE to the lowest compared entry with this formula, charge and spin: 24.9 kcal per mole
structure (SMILES): c1c[nH]cn1.O.O
total charge: 0
LUMO energy: 0.56 eV

=====

(5)
Here is C6H12O in the gas phase from the Open Molecules 2025 dataset. Energies are from ωB97M-V/def2-TZVPD.

The geometry in XYZ format:
```
19
Properties=species:S:1:pos:R:3
C 1.62 0.84 0.91
C 0.74 -0.20 0.21
C 1.39 -0.84 -0.99
O -0.02 -0.91 1.19
C -0.74 -0.14 0.22
C -1.38 1.20 0.51
C -1.63 -1.06 -0.62
H 1.61 0.61 1.98
H 1.32 1.88 0.78
H 2.66 0.74 0.57
H 1.38 -0.06 -1.77
H 0.84 -1.69 -1.38
H 2.44 -1.11 -0.83
H -1.34 1.75 -0.44
H -2.44 1.13 0.79
H -0.85 1.79 1.26
H -1.61 -2.05 -0.14
H -1.32 -1.18 -1.66
H -2.66 -0.70 -0.61
```

## Properties
ΔE to the lowest compared entry with this formula, charge and spin: 30.9 kcal per mole
structure (SMILES): CC1(C)OC1(C)C
total charge: 0
LUMO energy: 0.94 eV

=====

(6)
Here is a molecular structure, C25H41N3P2V from the Open Molecules 2025 dataset. Energies are from ωB97M-V/def2-TZVPD.

The geometry in XYZ format:
```
72
Properties=species:S:1:pos:R:3
V 1.36 -1.33 -1.23
C -0.43 -1.40 -0.04
C -0.16 -2.64 -0.75
C 1.59 -2.23 0.74
C 0.63 -1.18 0.88
C 1.10 -3.17 -0.22
C -1.66 -0.56 -0.12
H -2.35 -0.91 -0.89
H -1.41 0.50 -0.31
H -2.19 -0.57 0.84
C 0.66 -0.11 1.92
H 0.34 0.86 1.51
H 1.67 0.02 2.35
H -0.02 -0.36 2.75
C 2.89 -2.31 1.45
H 3.10 -3.34 1.77
H 2.91 -1.67 2.33
H 3.73 -1.97 0.82
C 1.82 -4.39 -0.63
H 2.35 -4.85 0.22
H 2.58 -4.17 -1.40
H 1.14 -5.12 -1.08
C -0.97 -3.19 -1.85
H -0.53 -4.11 -2.23
H -1.04 -2.48 -2.69
H -2.00 -3.38 -1.53
C -2.61 4.07 -1.82
C -3.74 3.43 -2.17
C -4.24 3.17 -3.59
C -3.16 2.81 -4.66
C -2.18 1.98 -3.97
C -0.97 2.48 -3.48
C -0.71 4.01 -3.60
C -1.74 4.85 -2.78
H -4.86 4.00 -3.96
H -2.63 3.68 -5.07
H -4.92 2.30 -3.54
H -2.41 5.38 -3.47
H -2.30 4.13 -0.76
H -4.44 3.15 -1.38
H -1.19 5.60 -2.20
H 0.30 4.26 -3.26
H -0.75 2.20 -2.42
H -0.73 4.30 -4.66
H -3.58 2.27 -5.53
H -2.58 1.05 -3.55
P 0.21 0.74 -4.15
C 0.58 1.65 -5.73
C -0.85 -0.56 -4.88
P 2.13 -1.66 -3.21
C 1.90 0.12 -3.82
C 1.75 -2.86 -4.51
C 3.96 -1.73 -3.32
H 1.44 2.32 -5.59
H -0.28 2.24 -6.08
H 0.86 0.92 -6.51
H -0.72 -0.54 -5.97
H -1.91 -0.35 -4.68
H -0.60 -1.56 -4.50
H 4.25 -1.94 -4.36
H 4.31 -2.55 -2.67
H 4.39 -0.78 -2.99
H 2.26 0.78 -3.00
H 2.58 0.31 -4.68
H 2.14 -3.84 -4.17
H 2.27 -2.60 -5.44
H 0.68 -2.97 -4.73
N 2.39 0.31 -0.88
C 2.82 1.22 -0.26
N 3.40 2.29 0.07
C 3.39 2.90 1.24
N 3.44 3.52 2.24
```

## Properties
ΔE to the lowest compared entry with this formula, charge and spin: 84.6 kcal per mole
2S+1: 3
total charge: +1
LUMO energy (spin up / spin down): -3.66 / -5.11 eV

=====

(7)
Here is a molecular structure, C10H10Cl2N3S2SeTi from the Open Molecules 2025 dataset. Energies are from ωB97M-V/def2-TZVPD.

The geometry in XYZ format:
```
29
Properties=species:S:1:pos:R:3
Ti -0.06 -0.17 0.25
Cl 2.31 -0.27 1.00
C 1.73 -0.57 2.65
Cl 0.01 -0.12 2.68
H 2.28 0.05 3.35
H 1.82 -1.63 2.87
C -2.96 -2.43 0.33
C -3.06 -0.95 0.24
N -2.05 -0.11 0.21
C -2.47 1.21 0.12
C -3.81 1.37 0.09
S -4.59 -0.15 0.16
C -1.43 2.23 0.00
C -1.59 3.55 -0.25
S -0.08 4.30 -0.48
C 0.72 2.80 -0.25
N -0.11 1.81 0.02
C 2.20 2.70 -0.42
H -2.03 -2.73 0.79
H -3.00 -2.87 -0.67
H -3.80 -2.83 0.90
H -4.37 2.29 0.01
H -2.51 4.11 -0.33
H 2.55 3.53 -1.02
H 2.45 1.77 -0.94
H 2.71 2.73 0.54
Se 0.23 -0.85 -2.30
C 0.28 -1.94 -0.89
N 0.28 -2.30 0.24
```

## Properties
ΔE to the lowest compared entry with this formula, charge and spin: 23.3 kcal per mole
2S+1: 3
total charge: +1
LUMO energy (spin up / spin down): -3.03 / -3.16 eV

=====

(8)
Here is C3H8N2O in the gas phase from the Open Molecules 2025 dataset. Energies are from ωB97M-V/def2-TZVPD.

The geometry in XYZ format:
```
14
Properties=species:S:1:pos:R:3
C -1.56 -0.20 -0.78
C -1.16 -0.12 0.69
C 1.30 0.07 0.59
H -0.64 -0.81 -2.38
H -1.61 0.82 -1.20
H -2.56 -0.66 -0.87
H -1.05 -1.13 1.09
H -1.97 0.36 1.26
H 0.05 1.61 0.79
H 1.31 -1.02 0.61
H 3.12 0.23 0.20
N 0.07 0.60 0.93
N 2.30 0.82 0.35
O -0.59 -0.98 -1.43
```

## Properties
ΔE to the lowest compared entry with this formula, charge and spin: 31.4 kcal per mole
structure (SMILES): [H]/N=C/NCCO
total charge: 0
LUMO energy: 0.84 eV

=====

Max |F| (computed, eV/Å): 3.11 9.00 1.11 1.00 0.30 3.67 2.47 0.58
E_tot (computed, eV): -10113.9537 -59994.9591 -82014.0433 -10315.8714 -8463.0156 -75314.3592 -150174.6110 -8267.9646